Record 1
{
  "formula": "C6H7N3O",
  "method": "ωB97M-V with the def2-TZVPD basis set",
  "symbols": ["O", "N", "N", "N", "C", "C", "C", "C", "C", "C", "H", "H", "H", "H", "H", "H", "H"],
  "xyz": [[2.17, -1.65, 0.30], [-0.79, 1.14, -0.14], [2.41, -0.48, -0.04], [1.34, 0.40, -0.24], [-1.90, -1.30, 0.00], [-2.06, 1.05, 0.03], [-0.01, 0.05, -0.12], [-2.80, -0.19, 0.23], [-0.54, -1.24, -0.15], [1.57, 1.93, 0.10], [-0.17, -2.24, -0.83], [2.61, 1.99, -0.38], [0.80, 2.90, -0.39], [-3.85, -0.31, 0.29], [1.58, 1.98, 1.39], [-2.07, -2.30, -0.22], [-2.54, 1.91, 0.18]],
  "mulliken_charge": [-0.370, -0.343, -0.242, 0.357, -0.046, -0.394, 0.405, -0.799, -0.219, -0.628, 0.157, 0.351, 0.245, 0.413, 0.230, 0.384, 0.499],
  "charge": 0,
  "e_tot_ev": -12846.8960,
  "gap_ev": 8.8,
  "lumo_ha": -0.0045,
  "relative_energy_kj_mol": 596.4,
  "smiles": "CN(N=O)c1ccccn1"
}

Record 2
{
  "formula": "C6H7N3O2",
  "method": "ωB97M-V with the def2-TZVPD basis set",
  "symbols": ["O", "O", "N", "N", "N", "C", "C", "C", "C", "C", "C", "H", "H", "H", "H", "H", "H", "H"],
  "xyz": [[-2.91, 0.44, -0.26], [1.96, 0.34, 0.12], [1.19, 2.16, -0.82], [-2.21, -0.53, -0.81], [0.83, 0.88, -0.41], [-2.20, 0.89, 0.86], [-0.14, -1.63, -0.66], [2.02, -0.96, 0.33], [1.14, -1.89, -0.27], [-1.06, 0.24, 0.99], [-1.07, -0.69, -0.17], [1.45, -2.94, -0.49], [-2.79, 1.65, 1.49], [-0.59, -2.25, -1.36], [1.52, 2.79, 0.01], [-0.55, 0.26, 1.85], [0.42, 2.66, -1.08], [2.99, -1.42, 0.68]],
  "mulliken_charge": [-0.143, -0.149, -0.779, -0.484, 0.120, -0.565, -0.514, -0.360, -0.113, -0.282, 0.841, 0.285, 0.380, 0.439, 0.237, 0.501, 0.254, 0.331],
  "charge": 0,
  "e_tot_ev": -14893.1171,
  "gap_ev": [7.3, 7.9],
  "lumo_ha": [0.0011, -0.0106],
  "relative_energy_kj_mol": 715.4
}